(1)
Entry from the Open Molecules 2025 dataset: C29H48Br2N5O2ScSi as an isolated structure (ωB97M-V with the def2-TZVPD basis set).

Computed properties:
Charge = +2
E_LUMO = -5.92 eV
Electronic energy = -7756.10349 hartree
Orbital gap = 0.289 hartree
Relative energy (zero: lowest compared OMol25 entry of this formula, charge and spin) = 33.97 kcal/mol

Positions of all 88 atoms, in Å:
Sc (-0.712, 1.651, 0.264)
C (0.647, 1.509, 3.093)
C (1.616, 2.381, 2.319)
N (1.569, 1.998, 0.894)
C (2.180, 2.988, -0.009)
C (1.228, 4.141, -0.189)
C (1.648, 5.411, -0.518)
C (0.697, 6.418, -0.626)
C (-0.631, 6.133, -0.366)
C (-0.981, 4.834, -0.038)
C (-2.404, 4.461, 0.279)
N (-2.516, 3.093, 0.817)
C (-2.739, 2.989, 2.278)
C (-1.419, 2.872, 3.008)
N (-0.725, 1.642, 2.534)
N (-0.073, 3.850, 0.017)
H (0.654, 1.755, 4.157)
H (0.936, 0.461, 2.997)
H (2.624, 2.267, 2.727)
H (1.361, 3.438, 2.401)
H (2.064, 1.119, 0.770)
H (2.372, 2.497, -0.968)
H (3.142, 3.351, 0.361)
H (2.699, 5.614, -0.671)
H (0.998, 7.424, -0.887)
H (-1.385, 6.907, -0.404)
H (-2.996, 4.521, -0.637)
H (-2.829, 5.193, 0.971)
H (-3.292, 2.636, 0.354)
H (-3.327, 2.084, 2.451)
H (-3.326, 3.829, 2.655)
H (-1.571, 2.832, 4.089)
H (-0.777, 3.729, 2.800)
H (-1.273, 0.844, 2.856)
C (-0.695, -2.206, 2.188)
C (-0.396, -3.276, 1.127)
C (0.022, -4.580, 1.853)
C (-1.706, -3.560, 0.382)
Si (1.029, -2.845, -0.056)
Br (0.550, -0.551, -0.604)
C (2.752, -2.670, 0.742)
C (3.729, -1.753, -0.004)
C (3.369, -4.091, 0.768)
C (2.682, -2.156, 2.185)
C (0.973, -3.609, -1.791)
C (2.226, -3.279, -2.614)
C (-0.242, -3.197, -2.635)
C (0.912, -5.142, -1.581)
H (-1.553, -2.549, 2.772)
H (-0.985, -1.254, 1.735)
H (0.127, -2.042, 2.885)
H (-0.791, -4.876, 2.522)
H (0.914, -4.475, 2.467)
H (0.179, -5.411, 1.165)
H (-2.461, -3.839, 1.122)
H (-1.624, -4.393, -0.313)
H (-2.087, -2.692, -0.150)
H (3.889, -2.018, -1.045)
H (4.697, -1.808, 0.502)
H (3.409, -0.708, 0.027)
H (3.570, -4.481, -0.227)
H (2.753, -4.816, 1.299)
H (4.326, -4.043, 1.295)
H (2.241, -1.156, 2.236)
H (3.701, -2.086, 2.576)
H (2.122, -2.798, 2.860)
H (2.347, -2.205, -2.775)
H (2.118, -3.741, -3.598)
H (3.147, -3.667, -2.182)
H (-0.211, -2.144, -2.920)
H (-1.202, -3.390, -2.162)
H (-0.210, -3.779, -3.559)
H (1.741, -5.541, -0.998)
H (0.954, -5.625, -2.562)
H (-0.018, -5.461, -1.114)
Br (-5.294, 1.600, -5.819)
C (-3.925, 1.665, -4.546)
C (-2.880, 2.574, -4.705)
N (-1.861, 2.654, -3.853)
C (-1.887, 1.845, -2.806)
C (-2.891, 0.932, -2.534)
C (-3.932, 0.821, -3.450)
C (-2.876, 0.067, -1.312)
O (-3.366, -1.023, -1.255)
O (-2.276, 0.665, -0.270)
H (-2.869, 3.244, -5.556)
H (-0.981, 1.900, -2.191)
H (-4.718, 0.093, -3.299)

Cartesian forces (eV/Å) of the 3 atoms listed first:
-0.36 0.66 0.60
-0.12 -0.04 0.00
0.14 0.00 0.00



(2)
Entry from the Open Molecules 2025 dataset: C2HCl2IO in the gas phase in a non-equilibrium geometry (ωB97M-V with the def2-TZVPD basis set).

Computed properties:
Charge = 0
E_LUMO = -2.29 eV
Electronic energy = -1370.07670 hartree
Orbital gap = 0.279 hartree
Relative energy (zero: lowest compared OMol25 entry of this formula, charge and spin) = 15.73 kcal/mol
SMILES string = O=CC(Cl)(Cl)I

Positions of all 7 atoms, in Å:
C (-0.365, 0.152, -0.871)
C (0.467, -0.264, 0.295)
O (-1.021, -0.613, -1.511)
Cl (0.563, -1.929, 0.621)
Cl (1.915, 0.614, 0.555)
I (-1.256, 0.806, 1.975)
H (-0.304, 1.235, -1.063)

Cartesian forces (eV/Å) of the 3 atoms listed first:
-0.23 0.36 -0.41
-1.02 0.47 1.85
0.02 -0.06 -0.04



(3)
Entry from the Open Molecules 2025 dataset: a 10-piece molecular cluster, H22NO9 overall in a non-equilibrium geometry (ωB97M-V with the def2-TZVPD basis set).

Computed properties:
Charge = +1
E_LUMO = -3.22 eV
Electronic energy = -744.80099 hartree
Orbital gap = 0.385 hartree
Relative energy (zero: lowest compared OMol25 entry of this formula, charge and spin) = 97.18 kcal/mol

Positions of all 32 atoms, in Å:
N (-14.260, -28.057, -11.308)
H (-14.273, -27.055, -11.593)
H (-13.558, -28.586, -11.869)
H (-15.229, -28.425, -11.611)
H (-14.206, -28.290, -10.256)
O (-16.824, -27.834, -8.023)
H (-17.666, -27.776, -8.694)
H (-16.204, -27.224, -8.412)
O (-10.843, -28.545, -11.369)
H (-11.260, -27.978, -11.972)
H (-11.351, -29.330, -11.340)
O (-17.341, -28.669, -12.784)
H (-16.805, -28.781, -13.626)
H (-18.005, -29.305, -12.854)
O (-12.599, -30.893, -12.199)
H (-12.544, -31.244, -12.997)
H (-13.112, -31.583, -11.954)
O (-12.196, -26.562, -12.791)
H (-12.744, -26.591, -13.620)
H (-11.469, -25.801, -13.010)
O (-12.067, -27.062, -8.878)
H (-12.456, -26.678, -8.147)
H (-11.862, -26.421, -9.498)
O (-15.675, -30.006, -9.348)
H (-14.954, -30.388, -8.609)
H (-16.036, -29.362, -8.864)
O (-15.968, -26.166, -13.035)
H (-16.519, -26.911, -13.059)
H (-16.513, -25.482, -12.905)
O (-15.238, -29.308, -14.365)
H (-15.161, -28.715, -15.179)
H (-14.585, -29.977, -14.416)

Cartesian forces (eV/Å) of the 3 atoms listed first:
-2.06 -1.15 0.08
0.36 -0.61 0.57
-0.37 0.41 0.78



(4)
Entry from the Open Molecules 2025 dataset: C38H68BCl4O30V as an isolated structure in a non-equilibrium geometry (ωB97M-V with the def2-TZVPD basis set).

Computed properties:
Charge = +1
E_LUMO (spin up / spin down) = -5.20 / -5.10 eV
Electronic energy = -6555.62760 hartree
Orbital gap (spin up / spin down) = 0.236 / 0.239 hartree
Relative energy (zero: lowest compared OMol25 entry of this formula, charge and spin) = 0.00 kcal/mol
<S²> = 3.75
Multiplicity = 4

Positions of all 142 atoms, in Å:
V (-1.268, 4.477, -0.452)
O (0.279, 2.523, -0.718)
C (0.396, 1.417, -0.259)
O (-0.487, 0.772, 0.438)
B (-0.085, -0.629, 0.580)
O (1.294, -0.693, 0.050)
C (1.610, 0.503, -0.421)
O (2.616, 0.847, -0.955)
O (-1.069, -1.493, -0.099)
C (-1.477, -2.413, 0.766)
O (-2.336, -3.217, 0.557)
C (-0.852, -2.128, 2.119)
O (-0.092, -1.038, 1.998)
O (-1.149, -2.642, 3.154)
C (-4.197, -4.308, 2.830)
Cl (-5.223, -2.955, 2.292)
Cl (-4.663, -5.770, 1.929)
H (-3.164, -4.007, 2.699)
H (-4.413, -4.492, 3.877)
C (5.274, -0.349, -1.955)
Cl (6.996, -0.741, -2.001)
Cl (4.328, -1.872, -1.845)
H (4.987, 0.183, -1.055)
H (4.968, 0.210, -2.831)
C (-0.291, -5.615, 4.333)
C (-1.170, -5.141, 5.499)
O (-0.371, -4.477, 6.476)
C (-0.987, -3.951, 7.528)
O (-2.176, -3.908, 7.687)
O (-0.068, -3.472, 8.355)
C (-0.519, -2.879, 9.577)
H (-0.716, -5.400, 3.353)
H (-0.290, -6.697, 4.451)
H (0.709, -5.185, 4.342)
H (-1.521, -6.048, 5.994)
H (-2.030, -4.582, 5.134)
H (0.265, -3.182, 10.271)
H (-1.471, -3.213, 9.980)
H (-0.503, -1.800, 9.430)
C (2.314, 2.903, -4.189)
C (0.871, 3.294, -4.360)
O (0.755, 4.720, -4.405)
C (0.542, 5.382, -3.302)
O (0.087, 4.925, -2.264)
O (0.881, 6.623, -3.484)
C (0.789, 7.629, -2.488)
H (2.462, 1.822, -4.199)
H (2.709, 3.208, -3.218)
H (2.912, 3.226, -5.041)
H (0.194, 2.834, -3.638)
H (0.519, 2.930, -5.327)
H (0.375, 8.508, -2.973)
H (1.734, 7.882, -2.010)
H (0.130, 7.261, -1.697)
C (1.870, 5.722, 4.870)
C (2.412, 5.186, 3.565)
O (1.347, 5.366, 2.577)
C (1.549, 5.039, 1.330)
O (0.666, 5.075, 0.491)
O (2.765, 4.629, 1.104)
C (3.212, 4.412, -0.242)
H (0.925, 5.287, 5.193)
H (1.754, 6.805, 4.811)
H (2.541, 5.528, 5.708)
H (2.662, 4.134, 3.669)
H (3.297, 5.731, 3.245)
H (2.473, 4.104, -0.982)
H (3.969, 3.636, -0.195)
H (3.634, 5.355, -0.591)
C (-4.370, -0.314, -0.430)
C (-3.711, 1.033, -0.647)
O (-3.723, 1.450, -2.037)
C (-2.893, 2.364, -2.459)
O (-2.089, 2.967, -1.769)
O (-2.946, 2.517, -3.749)
C (-3.932, 1.840, -4.515)
H (-4.607, -0.434, 0.624)
H (-3.771, -1.091, -0.888)
H (-5.338, -0.280, -0.938)
H (-2.673, 0.996, -0.315)
H (-4.188, 1.857, -0.108)
H (-4.967, 2.046, -4.233)
H (-3.881, 0.762, -4.343)
H (-3.794, 2.048, -5.570)
C (-6.391, -1.194, -7.141)
C (-5.035, -1.479, -6.525)
O (-5.209, -1.895, -5.182)
C (-4.185, -2.533, -4.617)
O (-3.169, -2.836, -5.177)
O (-4.481, -2.748, -3.351)
C (-3.440, -3.201, -2.494)
H (-6.908, -0.333, -6.721)
H (-7.067, -2.049, -7.039)
H (-6.329, -1.176, -8.231)
H (-4.367, -0.619, -6.574)
H (-4.621, -2.251, -7.177)
H (-2.900, -4.031, -2.950)
H (-3.878, -3.520, -1.553)
H (-2.746, -2.375, -2.324)
C (0.808, -1.972, -3.632)
C (0.294, -0.529, -3.517)
O (-0.844, -0.237, -4.287)
C (-0.751, -0.160, -5.618)
O (0.252, -0.359, -6.240)
O (-1.944, 0.149, -6.075)
C (-2.138, 0.347, -7.465)
H (0.134, -2.513, -2.955)
H (1.782, -2.259, -3.239)
H (0.650, -2.324, -4.648)
H (1.094, 0.127, -3.880)
H (0.118, -0.235, -2.484)
H (-2.210, -0.623, -7.958)
H (-1.217, 0.770, -7.883)
H (-2.950, 1.035, -7.670)
O (2.306, 2.477, 4.783)
C (2.129, 1.625, 3.944)
O (1.451, 0.493, 4.129)
C (0.726, 0.311, 5.349)
C (0.778, -1.171, 5.733)
C (2.741, 1.723, 2.563)
H (-0.297, 0.633, 5.120)
H (1.064, 1.009, 6.114)
H (1.777, -1.464, 6.041)
H (0.398, -1.782, 4.917)
H (0.030, -1.274, 6.522)
H (2.955, 0.731, 2.169)
H (3.670, 2.270, 2.697)
H (2.064, 2.240, 1.879)
O (4.790, -1.025, 2.001)
C (4.127, -2.035, 1.992)
O (4.541, -3.220, 1.558)
C (5.896, -3.411, 1.147)
C (6.733, -3.772, 2.371)
C (2.768, -2.148, 2.645)
H (6.261, -2.534, 0.608)
H (5.848, -4.151, 0.348)
H (6.756, -2.911, 3.039)
H (7.777, -3.960, 2.108)
H (6.421, -4.659, 2.918)
H (2.221, -2.851, 2.013)
H (2.213, -1.224, 2.540)
H (2.906, -2.448, 3.679)

Cartesian forces (eV/Å) of the 3 atoms listed first:
3.24 -1.90 -1.80
-0.27 1.71 0.22
-0.19 -0.88 0.53



(5)
Entry from the Open Molecules 2025 dataset: C39H51CeClO4P4 as an isolated structure in a non-equilibrium geometry (ωB97M-V with the def2-TZVPD basis set).

Computed properties:
Charge = +2
E_LUMO = -5.57 eV
Electronic energy = -4117.93892 hartree
Orbital gap = 0.223 hartree
Relative energy (zero: lowest compared OMol25 entry of this formula, charge and spin) = 0.00 kcal/mol

Positions of all 100 atoms, in Å:
P (1.223, 0.979, -4.623)
C (2.931, 1.457, -4.892)
C (3.685, 0.833, -5.896)
H (3.258, -0.002, -6.457)
C (4.978, 1.286, -6.159)
H (5.554, 0.810, -6.949)
C (5.524, 2.340, -5.422)
H (6.533, 2.694, -5.637)
C (4.771, 2.943, -4.408)
H (5.190, 3.762, -3.827)
C (3.475, 2.504, -4.131)
H (2.885, 2.964, -3.334)
C (0.927, -0.624, -5.384)
C (1.632, -1.748, -4.908)
H (2.353, -1.634, -4.092)
C (1.408, -2.998, -5.485)
H (1.942, -3.864, -5.096)
C (0.523, -3.132, -6.558)
H (0.369, -4.109, -7.020)
C (-0.155, -2.011, -7.041)
H (-0.841, -2.105, -7.881)
C (0.029, -0.758, -6.457)
H (-0.504, 0.119, -6.838)
C (0.186, 2.264, -5.340)
C (0.597, 2.841, -6.557)
H (1.504, 2.480, -7.050)
C (-0.150, 3.870, -7.127)
H (0.172, 4.302, -8.072)
C (-1.305, 4.339, -6.492)
H (-1.891, 5.142, -6.943)
C (-1.709, 3.771, -5.280)
H (-2.606, 4.125, -4.773)
C (-0.973, 2.734, -4.699)
H (-1.290, 2.289, -3.752)
Ce (0.241, 0.178, 0.211)
C (-1.726, -1.240, -0.417)
C (-1.885, -1.463, -1.732)
H (-2.414, -1.747, 0.276)
C (-0.965, -0.839, -2.779)
O (-1.880, -0.184, -3.694)
H (-1.366, 0.248, -4.399)
C (0.059, 0.115, -2.247)
H (-0.396, -1.659, -3.278)
C (0.991, 0.852, -2.851)
Cl (2.327, 1.753, 0.348)
P (-1.567, 2.200, 0.362)
P (1.714, -2.090, 0.059)
C (-0.934, 3.043, 1.848)
H (0.113, 3.350, 1.699)
H (-0.955, 2.382, 2.730)
H (-1.556, 3.923, 2.042)
C (-1.517, 3.359, -1.028)
H (-2.125, 2.983, -1.866)
H (-0.474, 3.444, -1.383)
H (-1.879, 4.347, -0.714)
C (-3.259, 1.669, 0.706)
H (-3.259, 0.935, 1.530)
H (-3.666, 1.167, -0.186)
H (-3.874, 2.539, 0.972)
C (2.416, -2.152, 1.739)
H (1.684, -2.544, 2.462)
H (2.707, -1.142, 2.075)
H (3.304, -2.794, 1.725)
C (0.844, -3.642, -0.245)
H (0.416, -3.628, -1.262)
H (0.006, -3.723, 0.469)
H (1.526, -4.494, -0.129)
C (3.085, -1.888, -1.111)
H (3.378, -0.823, -1.138)
H (2.775, -2.175, -2.128)
H (3.943, -2.495, -0.793)
P (-3.232, -2.489, -2.401)
C (-3.840, -3.443, -1.017)
C (-2.539, -3.542, -3.673)
H (-4.240, -2.770, -0.250)
H (-3.025, -4.036, -0.584)
H (-4.639, -4.119, -1.345)
H (-2.206, -2.948, -4.533)
H (-3.296, -4.260, -4.014)
H (-1.683, -4.097, -3.271)
C (-4.545, -1.493, -3.099)
H (-4.871, -0.740, -2.372)
H (-5.401, -2.128, -3.359)
H (-4.181, -0.982, -3.997)
H (1.711, 1.429, -2.252)
O (1.179, 1.139, 4.535)
C (0.403, 0.342, 5.288)
C (0.532, 0.418, 6.678)
C (-0.258, -0.389, 7.491)
C (-1.180, -1.284, 6.929)
C (-1.317, -1.378, 5.542)
C (-0.535, -0.573, 4.709)
C (-0.697, -0.691, 3.239)
O (-1.513, -1.433, 2.705)
O (0.128, 0.070, 2.515)
H (0.933, 0.844, 3.583)
H (1.262, 1.124, 7.071)
H (-0.141, -0.304, 8.572)
H (-1.796, -1.914, 7.572)
H (-2.019, -2.061, 5.064)

Cartesian forces (eV/Å) of the 3 atoms listed first:
0.62 0.32 0.03
0.24 -0.17 -0.16
0.04 0.22 0.16



(6)
Entry from the Open Molecules 2025 dataset: C4H9NO in the gas phase in a non-equilibrium geometry (ωB97M-V with the def2-TZVPD basis set).

Computed properties:
Charge = 0
E_LUMO = 0.95 eV
Electronic energy = -287.75220 hartree
Orbital gap = 0.319 hartree
Relative energy (zero: lowest compared OMol25 entry of this formula, charge and spin) = 50.36 kcal/mol
SMILES string = C=C(O)N(C)C

Positions of all 15 atoms, in Å:
C (-0.187, -0.861, 1.288)
N (-0.081, 0.257, 0.385)
C (0.494, 1.459, 0.925)
C (-0.180, 0.059, -0.946)
O (-0.245, 1.169, -1.714)
C (-0.197, -1.123, -1.610)
H (-0.655, -0.537, 2.215)
H (-0.801, -1.646, 0.858)
H (0.786, -1.293, 1.539)
H (1.467, 1.254, 1.367)
H (-0.147, 1.855, 1.706)
H (0.614, 2.228, 0.172)
H (-0.876, -1.236, -2.435)
H (0.088, -2.068, -1.201)
H (-0.107, 0.628, -2.571)

Cartesian forces (eV/Å) of the 3 atoms listed first:
-0.02 -0.12 0.15
0.01 0.03 -0.31
0.12 0.27 0.23